No. 1
This record from OMol25 describes a structure of composition C14H29P2Rh. The level of theory is the ωB97M-V functional and the def2-TZVPD basis.

- Total charge: 0
- HOMO (spin up / spin down): -4.181 / -8.018 eV
- 2S+1: 5

XYZ file:
```
46
Properties=species:S:1:pos:R:3:forces:R:3:lowdin_spin:R:1
C -0.210 0.637 -1.256 -2.028 1.680 -1.263 0.238
C -1.060 1.662 -1.779 0.623 -2.697 0.676 0.083
C -0.300 2.861 -1.884 1.210 -0.011 0.546 0.339
C 1.014 2.609 -1.398 0.342 -1.258 0.492 0.012
C 1.093 1.227 -1.025 0.292 2.391 -0.684 0.342
Rh 1.275 -1.694 1.137 2.032 -1.029 -3.539 1.887
P -0.385 -3.011 0.534 -0.413 -1.212 -0.434 0.237
H -0.460 -0.408 -1.073 0.018 0.365 -0.112 0.025
H -2.104 1.541 -2.082 0.471 0.018 0.168 -0.001
H -0.643 3.815 -2.270 -0.035 -0.192 0.072 0.018
H 1.989 0.702 -0.690 -0.374 0.095 -0.018 0.051
H 1.830 3.331 -1.302 -0.417 -0.338 -0.178 -0.006
H 0.065 -3.951 -0.447 -0.655 0.103 0.334 0.050
H -1.579 -2.548 -0.124 0.332 -0.297 0.285 0.026
H -0.932 -3.910 1.502 -0.212 0.008 -0.461 0.030
C 2.128 -2.243 3.616 -0.397 -0.489 0.106 0.106
C 0.910 -1.398 4.014 -0.643 0.697 0.202 0.017
C 1.148 -0.606 5.302 0.007 -0.688 0.441 0.007
P 0.331 -0.459 2.528 -0.748 1.863 1.354 0.154
C -1.506 -0.245 2.592 0.193 0.111 0.670 0.023
C -2.023 -0.067 4.023 -0.403 0.137 0.018 0.008
C -1.950 0.893 1.674 -0.166 0.129 -0.031 0.005
C 1.149 1.202 2.463 -0.582 0.096 0.290 0.047
C 0.904 2.132 3.653 0.177 0.361 -0.109 0.014
C 2.633 0.995 2.158 0.237 0.491 0.091 0.085
H 3.077 -1.744 3.843 -0.195 -0.037 -0.343 0.006
H 2.128 -2.567 2.516 0.561 -0.299 1.291 0.081
H 2.075 -3.168 4.204 0.291 0.030 -0.195 0.006
H 0.068 -2.086 4.195 0.205 0.087 -0.040 0.001
H 2.066 -0.014 5.280 -0.119 -0.078 -0.148 0.001
H 0.307 0.036 5.565 0.102 -0.026 -0.056 0.001
H 1.263 -1.340 6.109 0.064 0.178 0.086 0.001
H -1.895 -1.194 2.187 0.063 0.223 0.171 0.003
H -1.643 0.858 4.482 -0.089 -0.310 -0.124 0.000
H -3.119 0.011 4.003 0.170 -0.024 0.067 0.002
H -1.766 -0.916 4.666 -0.024 0.215 -0.097 0.000
H -1.774 0.659 0.621 0.021 0.085 0.236 0.002
H -3.027 1.079 1.798 0.205 -0.071 0.006 0.000
H -1.422 1.830 1.900 -0.212 -0.218 -0.039 0.000
H 0.702 1.668 1.565 0.102 -0.221 0.239 0.007
H 1.391 1.759 4.559 -0.180 0.194 -0.215 0.001
H 1.342 3.112 3.426 -0.081 -0.036 0.109 0.003
H -0.164 2.291 3.858 0.299 -0.072 -0.052 0.001
H 2.782 0.164 1.439 0.093 0.267 0.278 0.085
H 3.025 1.914 1.702 0.058 -0.133 0.090 0.003
H 3.226 0.801 3.064 -0.191 -0.089 -0.181 0.001
```
Positions in Å, forces in eV/Å.

No. 2
This record from OMol25 describes the ion C14H30BN2S2 with charge -1. The level of theory is the ωB97M-V functional and the def2-TZVPD basis.

- Total charge: -1
- HOMO: -4.758 eV
- 2S+1: 1

XYZ file:
```
49
Properties=species:S:1:pos:R:3:forces:R:3:mulliken_charge:R:1
C -0.090 3.444 2.999 -0.301 0.596 0.006 -1.273
C -0.254 3.472 1.477 -0.054 0.037 0.110 -0.479
C 0.691 2.485 0.788 0.092 0.118 -0.073 -0.275
C 0.255 2.098 -0.633 -0.153 0.166 0.418 -1.207
N -0.069 0.665 -0.760 0.406 -0.246 -0.792 0.816
C -1.056 0.419 -1.830 0.014 0.117 0.035 -1.473
C -1.376 -1.059 -2.019 -0.280 -0.057 0.051 -0.537
C -1.654 -1.766 -0.685 -0.157 -0.167 -0.102 -0.045
C -2.824 -1.184 0.133 0.008 -0.344 0.147 -1.044
B -2.583 -1.244 1.759 0.073 0.188 0.185 0.287
C -1.709 0.081 2.250 0.011 -0.121 -0.173 0.131
C -0.784 -0.125 3.400 -0.019 -0.234 0.148 -0.395
N -0.042 0.783 3.906 0.132 -0.753 0.303 -0.410
C 1.120 -0.094 -0.868 -0.170 0.056 0.132 -0.254
S 1.871 -0.729 0.425 0.122 0.128 0.019 -0.206
S 1.715 -0.204 -2.524 0.083 0.134 0.032 -0.024
C 3.296 -1.038 -2.349 0.168 -0.127 0.049 -0.929
C 3.255 -2.563 -2.189 0.034 -0.045 -0.039 -0.284
C 2.179 -3.294 -3.008 0.141 -0.140 0.004 -1.032
H 0.939 3.203 3.276 -0.106 -0.010 0.009 0.278
H -0.338 4.407 3.455 -0.013 0.137 -0.118 0.394
H -0.725 2.681 3.450 0.332 0.305 -0.192 0.235
H -0.088 4.488 1.098 0.016 -0.067 -0.121 0.437
H -1.283 3.206 1.213 0.005 0.017 0.061 0.322
H 0.753 1.585 1.402 -0.016 0.040 -0.070 0.022
H 1.697 2.918 0.761 -0.008 -0.065 0.062 0.423
H 1.004 2.393 -1.384 -0.032 -0.067 0.007 0.350
H -0.666 2.630 -0.891 0.017 -0.026 0.054 0.577
H -1.970 0.909 -1.491 0.111 0.116 -0.017 0.626
H -0.755 0.914 -2.770 -0.033 -0.144 -0.016 0.367
H -0.595 -1.566 -2.592 -0.008 0.023 0.111 0.150
H -2.287 -1.118 -2.628 0.067 0.089 -0.025 0.454
H -0.741 -1.818 -0.083 -0.105 0.144 -0.023 0.069
H -1.902 -2.808 -0.924 0.133 -0.004 0.060 0.433
H -3.022 -0.148 -0.177 -0.125 -0.070 0.053 0.173
H -3.718 -1.775 -0.110 -0.050 0.211 -0.139 0.227
H -3.662 -1.287 2.371 0.053 -0.012 -0.036 -0.258
H -1.936 -2.271 2.034 -0.048 0.015 -0.019 -0.278
H -2.359 0.931 2.503 0.017 0.023 -0.080 0.193
H -1.074 0.426 1.418 -0.125 -0.048 0.099 -0.383
H -0.754 -1.147 3.806 -0.023 -0.014 -0.059 0.300
H 0.505 0.386 4.670 0.019 -0.057 0.026 0.167
H 3.794 -0.590 -1.489 0.049 0.000 -0.035 0.404
H 3.856 -0.758 -3.247 -0.139 -0.010 -0.013 0.451
H 3.146 -2.790 -1.128 -0.066 0.005 -0.092 0.205
H 4.243 -2.931 -2.484 0.011 0.027 0.051 0.425
H 1.388 -3.685 -2.367 -0.064 0.154 -0.042 0.243
H 1.718 -2.643 -3.752 0.003 -0.040 0.027 0.279
H 2.608 -4.148 -3.537 -0.020 0.022 0.018 0.353
```
Positions in Å, forces in eV/Å.

no.,total energy (Ha)
1,-1343.83197
2,-1482.14623